Molecular formula: C46H96NO13
Method: DFT, ωB97M-V/def2-TZVPD

Output
- Net charge: +1
- Total energy: -77340.5031 eV
- E_HOMO: -0.374 Ha

Each line ends with the Mulliken charge.
Positions of all 156 atoms, in Å:
H -2.308 2.227 9.598  0.33
H 6.859 4.945 -3.412  0.41
H 8.957 -8.805 -1.862  0.36
C 2.989 -2.574 2.441  0.17
H 3.514 -9.654 -0.562  0.41
H -3.489 0.907 4.862  0.34
H -2.344 -0.993 8.195  0.16
H -6.742 3.197 -4.025  0.27
C -2.792 -0.045 4.682  -1.44
H 5.095 -7.749 1.641  0.30
C -5.044 4.587 0.100  -0.77
H -0.409 -2.720 5.232  0.32
H -3.280 0.973 7.232  0.21
H -5.147 5.708 -0.274  0.30
H -1.902 0.134 -0.816  0.33
C 3.496 -8.562 -0.636  -0.91
H -8.473 2.141 -8.772  0.36
H 3.226 -8.297 -1.661  0.24
C -0.528 0.823 3.635  -0.32
C 1.712 -3.143 3.298  -0.23
C -2.126 -4.896 4.780  0.25
H -5.940 5.907 -3.684  0.21
H -0.166 1.953 6.343  0.31
H -1.154 -1.130 1.333  0.38
H -1.521 -2.314 3.677  0.00
C -0.731 2.007 -1.560  -0.83
H 0.906 0.062 -0.687  0.31
H -0.371 1.998 3.786  0.16
H 0.821 1.121 0.875  0.17
H -1.237 -4.621 2.689  0.26
C 5.361 1.240 -2.406  -0.45
H 2.656 -5.488 2.089  0.14
C -8.512 2.975 -5.247  -0.42
H -5.765 4.341 0.991  0.28
H -1.814 1.565 0.438  -0.01
C -6.793 6.057 -4.356  -0.70
H -6.569 6.882 -5.038  0.27
H 3.424 3.255 0.052  0.08
H -0.527 -0.353 7.847  0.18
C -1.184 0.945 -0.350  -0.13
H 4.952 3.899 -2.073  0.05
H -8.128 4.194 -3.508  0.36
H 2.354 -2.840 0.156  0.11
H 4.183 2.406 1.439  0.25
C -5.276 1.999 -0.816  -0.65
H 8.184 -5.463 -1.384  0.22
C -1.572 -0.092 8.303  -0.89
H 2.901 -5.534 0.220  0.08
H -3.435 3.837 1.682  0.12
H -0.026 5.513 -1.632  0.32
H -1.326 0.721 2.788  -0.23
H -2.969 -0.469 3.586  0.38
H 1.179 3.417 -1.614  0.07
H -10.734 5.164 -6.389  0.41
H -6.788 2.668 -8.896  0.23
C 6.848 -8.644 0.750  -0.37
O -9.766 3.607 -5.531  -0.49
O 7.540 3.308 -2.400  -0.27
H -9.599 5.247 -8.511  0.40
H -3.208 3.141 8.208  0.27
O -7.013 4.892 -5.131  -0.32
H -8.024 2.640 -6.162  0.12
O 5.311 2.452 -0.293  -0.32
H 7.836 -8.785 -3.249  0.40
O -8.034 4.031 -8.022  -0.27
C 2.982 -3.392 0.997  -0.44
H -4.381 3.815 -1.945  0.18
C 5.328 -8.487 0.868  -0.51
H -7.686 6.328 -3.784  0.37
H 4.888 -9.449 1.152  0.40
H -9.058 5.509 -6.034  0.08
H 0.642 -4.199 0.243  0.38
C 7.916 -8.650 -2.165  -0.57
H 4.052 -2.597 2.944  0.42
H 5.074 0.269 -2.827  0.44
H 5.970 -9.512 -1.664  0.06
C 2.380 -4.917 1.099  -0.21
C -2.598 5.695 0.459  -0.95
H 6.926 3.456 -4.391  0.35
O -1.878 -4.699 6.105  -0.54
H 2.633 -0.849 0.997  -0.01
C -1.008 5.190 0.518  -0.10
H 8.935 -6.193 -2.827  0.32
H 4.772 4.004 0.920  0.29
H 0.505 3.145 0.128  0.03
H -6.017 1.792 0.068  0.29
H -1.320 3.286 8.257  0.27
C -7.826 3.001 -8.974  -0.81
H 6.450 1.261 -2.407  0.12
H -10.061 3.558 -8.190  0.35
H -3.148 -0.882 5.417  0.20
C -3.503 4.316 0.604  0.89
H -4.207 1.643 -0.453  0.00
O 7.261 -9.769 -0.041  -0.47
C -2.136 1.221 7.467  0.51
H 7.326 -7.727 0.408  0.13
C -0.846 -4.488 3.784  -0.02
H 9.368 -6.759 -1.175  0.36
H 0.288 -2.021 0.509  -0.17
O 4.773 -8.011 -0.357  -0.26
C 8.781 2.860 -2.915  -0.81
H -2.860 6.471 1.296  0.31
H -8.005 3.380 -9.984  0.33
H -3.822 -5.891 5.128  0.40
H -0.303 6.042 0.905  0.39
H -1.678 4.461 -1.601  0.12
H 4.079 -3.494 0.550  0.39
H 0.022 -5.216 4.089  0.36
H -0.002 1.376 -2.260  0.40
C 4.789 1.318 -0.985  -0.12
H 2.750 -8.148 0.049  0.35
H -0.974 4.284 1.278  -0.18
C -0.657 4.719 -1.043  -0.51
H 2.956 -0.362 2.836  0.25
H 9.415 3.717 -3.171  0.33
H -0.640 -0.561 5.576  -0.18
H 7.241 -8.837 1.755  0.41
O 7.489 -7.320 -1.869  -0.24
C -1.223 0.290 5.026  1.64
H -6.305 3.955 -1.718  -0.03
C -5.295 3.603 -1.218  0.10
H -2.800 6.166 -0.613  0.31
C 0.170 3.270 -0.995  0.03
C 5.217 3.578 -3.079  -0.19
C 0.016 -1.044 1.110  -0.40
C -1.260 1.565 6.108  -1.36
H 8.638 2.218 -3.790  0.36
H 9.277 2.268 -2.142  0.23
H 7.271 -10.663 -1.854  0.41
H 1.926 -4.186 3.779  0.48
C 4.364 3.051 0.575  -0.44
H -8.763 2.070 -4.684  0.41
C -9.725 4.737 -6.416  -0.29
H 3.697 1.357 -1.040  0.04
H -1.629 2.343 -2.231  0.33
C 8.560 -6.394 -1.816  -0.81
H -5.533 1.386 -1.784  0.28
C 0.221 0.336 0.248  -0.46
C -0.555 -2.900 4.064  -0.68
C -9.410 4.379 -7.873  -0.55
H 4.605 4.176 -3.764  0.42
C -2.206 2.553 8.475  -1.07
O 0.795 0.271 3.342  -0.42
O 4.824 2.219 -3.308  -0.49
H -1.826 2.430 5.560  0.37
O 0.915 -4.997 0.787  -0.52
O -3.398 -5.461 4.304  -0.45
H -1.410 0.249 9.413  0.34
C 2.360 -1.097 2.107  -0.83
H -3.029 3.515 -0.131  -0.75
N 0.617 -2.314 3.307  0.83
C 6.688 3.864 -3.402  -0.63
H 5.084 0.427 -0.423  0.38
C -7.573 3.818 -4.375  -0.32
C 7.026 -9.674 -1.452  -0.27
C 0.756 -0.972 2.569  0.32